[1]
Formula: C51H111N5O7
Source: the OMol25 dataset
Level of theory: ωB97M-V/def2-TZVPD

Calculated values
**F_max**: 4.04 eV/A
**2S+1**: 1
**HOMO level**: -7.87 eV
**Orbital gap**: 8.4161 eV

Cartesian coordinates (Å):
O1 -17.7094 -16.1440 12.5843
O2 -18.9606 -12.4243 14.6534
O3 -17.7228 -14.8585 15.1828
O4 -14.5570 -19.5718 14.0983
O5 -11.9188 -12.8071 18.7265
O6 -18.1659 -17.8096 22.7735
O7 -14.1105 -10.7104 10.4285
N1 -19.6105 -11.2405 15.0638
N2 -18.7060 -16.5927 22.2144
N3 -15.3272 -20.6544 13.6559
N4 -18.4699 -15.3224 11.7006
N5 -12.9059 -10.9996 10.9952
C1 -17.6579 -14.5984 10.6722
C2 -17.0820 -15.4607 9.5396
C3 -19.2524 -17.6034 19.9120
C4 -12.8367 -13.5510 10.4280
C5 -18.5567 -13.4925 10.0455
C6 -10.7038 -12.2029 10.8751
C7 -20.5741 -14.8990 22.2339
C8 -21.0871 -17.3085 22.6735
C9 -13.5558 -11.2487 18.0630
C10 -17.3662 -22.2020 12.3907
C11 -17.0169 -16.4764 20.4309
C12 -19.0757 -15.1193 20.2247
C13 -13.2512 -9.3652 12.8229
C14 -21.6359 -9.0686 15.3494
C15 -12.9016 -10.8570 12.5034
C16 -13.9781 -11.8079 13.1576
C17 -19.7102 -15.9396 24.3921
C18 -12.0996 -11.7938 8.7627
C19 -18.0530 -9.7776 13.7945
C20 -20.4658 -14.7221 20.7679
C21 -10.6731 -12.2533 12.4647
C22 -18.5419 -16.4867 20.7439
C23 -16.1209 -21.0411 15.9629
C24 -20.5676 -15.9438 12.8571
C25 -17.1733 -22.1897 13.9632
C26 -19.8385 -13.9069 9.5492
C27 -11.0974 -10.6740 18.0087
C28 -15.2767 -20.7439 12.1482
C29 -12.1613 -12.1261 10.2916
C30 -19.9037 -17.1435 10.7035
C31 -16.2177 -16.2164 16.2819
C32 -20.2356 -8.9069 14.6560
C33 -17.5685 -19.8352 14.4898
C34 -19.8643 -15.8446 11.4718
C35 -16.5086 -13.8522 11.3300
C36 -21.4964 -10.1790 16.4521
C37 -20.2430 -12.1929 17.2241
C38 -12.1978 -11.4164 18.7277
C39 -13.8262 -20.9334 11.6517
C40 -16.0359 -22.0281 11.7036
C41 -15.7726 -19.4898 11.4232
C42 -15.5366 -13.8684 15.8154
C43 -16.5329 -20.9279 14.4752
C44 -20.7741 -11.4931 15.9514
C45 -11.4108 -11.0342 13.1050
C46 -19.9865 -16.2318 22.8524
C47 -20.5958 -14.6890 10.6466
C48 -21.7820 -12.4299 15.2891
C49 -19.5429 -10.1846 14.0608
C50 -16.7339 -14.7711 16.1739
C51 -20.2935 -10.5293 12.6954
H1 -20.0482 -9.7611 11.9621
H2 -20.9366 -9.7675 17.2920
H3 -20.6540 -18.3048 22.7623
H4 -21.5117 -17.3219 21.6697
H5 -13.0828 -11.6389 8.3182
H6 -13.4550 -11.5888 17.0323
H7 -13.2300 -20.1246 12.0743
H8 -17.1939 -14.5125 17.1277
H9 -10.8278 -10.1372 12.8964
H10 -20.1446 -13.2554 17.0015
H11 -21.9300 -17.1741 23.3515
H12 -20.1922 -14.0202 22.7535
H13 -21.2331 -14.1067 11.3120
H14 -14.2710 -11.9487 18.4948
H15 -21.2168 -15.2860 20.2146
H16 -20.4056 -13.0048 9.3200
H17 -18.1571 -22.3490 14.4048
H18 -15.9811 -16.7074 15.3380
H19 -18.8248 -15.3229 24.5462
H20 -18.5150 -14.2311 20.5161
H21 -15.3389 -16.2170 16.9268
H22 -14.1310 -11.7853 14.2366
H23 -12.9490 -9.1268 13.8427
H24 -16.9114 -16.8498 16.8347
H25 -18.7497 -18.4772 20.3266
H26 -14.8123 -14.3994 15.1977
H27 -15.5417 -19.3944 10.3623
H28 -20.5425 -15.4993 24.9413
H29 -18.7906 -12.7740 10.8311
H30 -16.6563 -16.5021 19.4025
H31 -13.8153 -12.8661 12.9530
H32 -18.4345 -20.2595 14.9978
H33 -20.3366 -17.6829 19.9906
H34 -9.6579 -12.1558 12.8493
H35 -17.9346 -13.9273 15.0843
H36 -19.5107 -12.7046 13.9182
H37 -13.9521 -9.8210 10.1036
H38 -11.1516 -13.2056 12.6935
H39 -17.8285 -15.8638 8.8553
H40 -18.1269 -21.5071 12.0350
H41 -11.5675 -10.8526 8.6244
H42 -22.3915 -9.4300 14.6518
H43 -19.5837 -17.0856 9.6631
H44 -15.1281 -13.4020 16.7119
H45 -12.3150 -10.9036 19.6824
H46 -22.2360 -11.8967 14.4539
H47 -17.6645 -15.6198 13.3873
H48 -16.2593 -21.9820 10.6378
H49 -12.4602 -14.2914 9.7223
H50 -20.4615 -8.2570 13.8106
H51 -21.3799 -10.6175 12.7048
H52 -11.5300 -9.6972 17.7925
H53 -15.3006 -21.7449 16.1045
H54 -19.9725 -11.5130 12.3529
H55 -13.4972 -21.9398 11.9105
H56 -11.5308 -12.5072 8.1664
H57 -21.9559 -8.1224 15.7856
H58 -16.9392 -21.3153 16.6287
H59 -21.6483 -14.7936 22.3853
H60 -17.9981 -8.9292 13.1124
H61 -10.1242 -11.3737 10.4693
H62 -21.3331 -15.2268 10.0505
H63 -15.3445 -22.8665 11.7889
H64 -21.6509 -16.0580 12.8188
H65 -12.6794 -13.8792 11.4554
H66 -22.4424 -12.6575 16.1260
H67 -13.9186 -13.5220 10.2986
H68 -16.8315 -19.3326 11.6282
H69 -20.9153 -12.1580 18.0813
H70 -17.8302 -19.4289 13.5128
H71 -15.2441 -18.6355 11.8464
H72 -17.3075 -18.9915 15.1288
H73 -19.1603 -15.0933 19.1384
H74 -16.5830 -15.5720 20.8575
H75 -16.3786 -14.8798 8.9430
H76 -20.1940 -16.8625 13.3092
H77 -19.1911 -17.8083 11.1917
H78 -16.5159 -16.2763 9.9895
H79 -15.7425 -14.5072 11.7450
H80 -10.2066 -10.4203 18.5832
H81 -19.3020 -11.7731 17.5796
H82 -19.5652 -16.8629 24.9531
H83 -10.7160 -11.1696 17.1159
H84 -16.4723 -17.2481 20.9749
H85 -19.5966 -8.3537 15.3444
H86 -19.6670 -14.5409 8.6792
H87 -15.9082 -12.9926 15.2834
H88 -21.3129 -13.3484 14.9364
H89 -13.9422 -10.2298 18.0863
H90 -17.9152 -23.1191 12.1768
H91 -17.5323 -10.6352 13.3684
H92 -10.9841 -12.9180 18.9154
H93 -20.9334 -17.5005 10.7244
H94 -14.9917 -11.6060 12.8112
H95 -20.3353 -15.1309 13.5451
H96 -17.5690 -9.3087 14.6512
H97 -17.9696 -12.8796 9.3616
H98 -17.3552 -17.5038 23.1868
H99 -18.9298 -17.4984 18.8762
H100 -14.2940 -9.0836 12.6768
H101 -16.0739 -13.0631 10.7164
H102 -13.7431 -20.8412 10.5688
H103 -20.7942 -13.6935 20.6185
H104 -16.9524 -13.2450 12.1189
H105 -12.7054 -8.6998 12.1540
H106 -22.5155 -10.4851 16.6883
H107 -10.1830 -13.1236 10.6120
H108 -16.5588 -23.0395 14.2603
H109 -11.5067 -11.1313 14.1865
H110 -15.6358 -20.1324 16.3195
H111 -15.1183 -18.8705 13.7595

=====

[2]
Formula: C51H112BN2O5P2
Source: the OMol25 dataset
Level of theory: ωB97M-V/def2-TZVPD

Calculated values
**Charge**: +1
**F_max**: 6.14 eV/A
**2S+1**: 1
**HOMO level**: -11.86 eV
**Orbital gap**: 6.9082 eV

Cartesian coordinates (Å):
P1 4.7707 -4.4107 -0.5958
P2 2.6513 -5.9185 -3.7288
O1 5.5399 -3.3257 0.1977
O2 0.3470 1.0118 -2.9989
O3 3.4768 -6.7118 -2.4493
O4 3.2529 -4.5484 0.1993
O5 5.6472 -5.8489 -0.4059
N1 2.2212 -4.2269 -3.2402
N2 0.9543 -3.8876 -3.4958
C1 -3.4428 -0.3498 -1.0575
C2 0.7957 2.6579 -9.9221
C3 -3.0997 8.2200 1.4418
C4 -5.0887 -9.9637 -1.9873
C5 3.2029 4.9955 2.3881
C6 3.7978 -5.7533 -5.2620
C7 -4.0048 2.0146 -2.2266
C8 -3.3303 5.5913 1.1348
C9 4.6752 5.5255 4.4430
C10 4.9393 6.9837 4.0643
C11 0.7085 -0.4389 -6.2481
C12 0.5684 -2.5982 -3.1443
C13 -1.9305 -2.2429 -2.2350
C14 1.3293 -1.4384 -2.4502
C15 1.3581 1.9262 -6.9297
C16 3.0975 -3.2907 -2.6414
C17 -3.5972 -10.3088 -2.0491
C18 -2.6493 -9.1131 -1.9432
C19 -4.9960 -4.2044 1.6087
C20 -2.0914 7.9920 2.6611
C21 7.3026 2.1369 9.3949
C22 -0.9622 -2.2387 -3.5300
C23 6.6190 6.7568 8.2618
C24 -3.1539 7.0150 0.3868
C25 -0.1938 1.9659 -8.9952
C26 -4.2476 4.4348 -1.1239
C27 -4.5808 0.7402 -1.4510
C28 7.2326 5.8978 9.3579
C29 -6.4545 -6.3722 3.3329
C30 0.5922 0.3645 -0.4681
C31 6.9100 3.0079 8.2087
C32 -2.8084 -8.1187 -3.0849
C33 8.0079 3.9905 7.7972
C34 8.3863 5.0247 8.8626
C35 -6.5056 -2.8146 0.1001
C36 -5.5280 -9.2139 -0.7286
C37 4.6118 -3.7993 -2.3715
C38 1.8785 5.0020 3.1402
C39 4.3883 4.5887 3.2651
C40 6.1725 7.1610 3.1899
C41 0.0044 2.3299 -7.5230
C42 -6.0477 -3.0974 1.5238
C43 -5.4601 -5.5822 1.1257
C44 -0.5419 7.9883 2.1673
C45 1.6867 0.4352 -7.0212
C46 2.8210 -1.8611 -2.1594
C47 -6.6878 -6.1427 1.8454
C48 -5.3174 -10.0168 0.5485
C49 -4.4870 4.6953 0.4440
C50 -3.0220 -1.0804 -2.4298
C51 -3.3210 3.1252 -1.2870
B1 0.7390 0.0185 -2.0527
H1 1.8825 5.7260 3.9579
H2 8.1990 1.5547 9.1701
H3 -6.9561 -7.0985 1.3821
H4 -2.3558 3.4660 -1.8181
H5 -6.2264 -5.4399 3.8544
H6 7.3699 7.4185 7.8211
H7 -3.9112 -1.0751 -0.2931
H8 6.4556 5.2809 9.8212
H9 -3.7323 5.3127 -1.6586
H10 3.3772 5.9785 1.9398
H11 3.5123 -7.6563 -2.7489
H12 -2.2466 6.9875 -0.3183
H13 1.0636 5.2756 2.4634
H14 -5.0056 -8.2548 -0.6517
H15 0.4047 1.9135 -2.6207
H16 -3.8094 -7.6811 -3.1035
H17 -4.1203 -3.9101 1.0174
H18 2.6930 0.2753 -6.6178
H19 3.6706 -4.7219 -5.7564
H20 1.0016 -1.4912 -6.3259
H21 7.6948 4.5054 6.8828
H22 6.0706 6.6382 2.2358
H23 -5.5234 5.1720 0.5883
H24 3.5754 -1.1637 -1.6651
H25 6.4950 1.4384 9.6325
H26 -2.3572 5.0110 0.9802
H27 -4.2617 -10.2445 0.7128
H28 -0.3875 7.2101 1.3313
H29 -2.0922 -7.2999 -2.9756
H30 -5.6630 -10.8946 -2.0649
H31 -2.2361 7.0029 3.2171
H32 6.1378 -6.0703 -1.2258
H33 3.4364 -6.5229 -6.0173
H34 -7.2342 -2.0004 0.0931
H35 -3.2535 1.7653 -3.0543
H36 -1.2077 2.2546 -9.2891
H37 -0.4840 0.7227 -0.2760
H38 5.2730 -2.8574 -2.4390
H39 -7.5493 -5.4827 1.7046
H40 -0.8016 1.8762 -6.9355
H41 6.1865 6.1468 7.4647
H42 -5.3985 0.2723 -2.1100
H43 -5.8735 -10.9562 0.5135
H44 0.7146 -0.6045 0.1186
H45 7.0650 6.7832 3.6965
H46 -2.4115 -3.2882 -2.2039
H47 4.9983 -4.5059 -3.1726
H48 1.2761 1.2116 -0.1319
H49 -4.6457 -4.2795 2.6437
H50 -3.3546 -11.0228 -1.2548
H51 -1.6201 -9.4865 -1.9466
H52 -2.5808 0.2399 -0.6018
H53 -2.7318 9.1480 0.8638
H54 -5.6685 -9.4466 1.4138
H55 -0.1324 0.8813 -9.1342
H56 6.6880 2.3574 7.3556
H57 -5.6188 -2.1806 1.9415
H58 -0.2907 9.0495 1.8277
H59 1.6604 4.0139 3.5522
H60 0.6972 -0.1669 -5.1899
H61 3.1281 4.2881 1.5544
H62 -4.1738 8.4453 1.7681
H63 6.3309 8.2195 2.9707
H64 -0.3076 -0.3519 -6.6400
H65 5.5429 5.1362 4.9883
H66 1.3789 2.2304 -5.8759
H67 -1.2890 -2.0308 -1.3162
H68 4.9069 -5.9020 -4.9820
H69 -2.7850 -8.5994 -0.9856
H70 8.8378 4.5160 9.7211
H71 5.8196 7.3782 8.6727
H72 7.6109 6.5558 10.1466
H73 -7.3519 -6.7946 3.7937
H74 0.5945 2.3852 -10.9606
H75 -3.0285 2.7391 -0.2483
H76 8.9083 3.4248 7.5286
H77 1.8266 2.3718 -9.6998
H78 0.0791 7.7002 3.0875
H79 -2.5848 -0.2636 -3.1073
H80 -6.5932 -8.9753 -0.8196
H81 -6.9816 -3.6875 -0.3528
H82 -5.2733 4.3308 -1.6296
H83 5.2807 4.5086 2.6360
H84 -5.6598 -2.5183 -0.5274
H85 4.0665 7.4145 3.5624
H86 -4.9085 2.5228 -2.7338
H87 -0.9161 -1.2344 -4.0691
H88 -5.6699 -5.5413 0.0517
H89 -6.9136 -3.3413 2.1475
H90 -4.5526 3.6634 0.9544
H91 -3.4046 -10.8340 -2.9916
H92 9.1709 5.6703 8.4516
H93 0.7134 3.7447 -9.8358
H94 -2.2737 8.8304 3.4283
H95 -5.0699 1.0339 -0.4496
H96 4.2090 3.5811 3.6598
H97 3.8385 5.4903 5.1492
H98 -1.3658 -2.9945 -4.2875
H99 -2.6255 -8.6018 -4.0488
H100 5.9821 3.5425 8.4347
H101 -5.6300 -7.0706 3.4941
H102 -5.3633 -9.3696 -2.8649
H103 3.4769 -4.7936 1.1344
H104 -0.1134 3.4130 -7.4048
H105 1.7223 0.1136 -8.0664
H106 -4.6279 -6.2877 1.2414
H107 -3.6224 5.6999 2.2324
H108 7.4923 2.7345 10.2892
H109 5.0781 7.5602 4.9843
H110 -4.0653 7.1513 -0.3066
H111 -3.9933 -1.4631 -2.9097
H112 2.1557 2.4930 -7.4199

=====

| no. | electronic energy (eV) |
| --- | --- |
| 1 | -76461.656 |
| 2 | -87167.432 |